Entry 1:
ORCA calculation (ωB97M-V/def2-TZVPD) on the ion C9H18N3 with charge +1 at a distorted geometry.

Properties
Structure (SMILES): CN(C)[n+]1cccn1C(C)(C)C
Energy relative to the best compared isomer or geometry (same formula, charge and spin) (kcal/mol): 66.3
Strongest force on any atom (eV/A): 4.63
Energy (eV): -14085.62027

Structure (ORCA input):
```
! RIJCOSX wB97M-V def2-TZVPD def2/J DEFGRID3
* xyz 1 1
C -2.01016 1.69760 1.37296
N -1.21939 0.41201 1.32872
C -0.51287 -0.05019 2.49818
N -1.31890 -0.46487 0.22912
C -2.39425 -1.15428 -0.19690
C -2.27717 -1.45242 -1.52836
C -0.95568 -1.07623 -1.94896
N -0.29041 -0.53028 -0.95391
C 1.11255 -0.16837 -0.87916
C 1.72087 -0.10141 -2.32640
C 1.79382 -1.31026 -0.00255
C 1.21146 1.20901 -0.30152
H -2.81865 1.51588 0.51204
H -2.52416 1.80645 2.30955
H -1.37527 2.56320 0.99655
H -1.12791 0.27088 3.40090
H -0.37616 -1.10317 2.58898
H 0.37977 0.50384 2.62951
H -3.24452 -1.54708 0.42847
H -3.00823 -1.95527 -2.08908
H -0.44786 -1.23991 -2.93212
H 1.10527 0.56174 -2.92029
H 2.71284 0.17362 -2.16049
H 1.58371 -1.10657 -2.72894
H 1.43785 -2.22589 -0.50741
H 2.89638 -1.16951 -0.04255
H 1.44898 -1.22214 1.00810
H 0.54412 1.44201 0.52955
H 2.20409 1.38279 0.18162
H 1.20751 1.94824 -1.15788
*
```

Here are the Löwdin charges for atoms 1 to 8, given in e: C -0.004; N -0.235; C -0.060; N 0.032; C -0.031; C -0.006; C 0.005; N 0.065



Entry 2:
ORCA calculation (ωB97M-V/def2-TZVPD) on a structure of composition C9H18N3O4PSr at a distorted geometry.

Properties
Strongest force on any atom (eV/A): 5.69
Energy (eV): -32396.87289

Structure (ORCA input):
```
! RIJCOSX wB97M-V def2-TZVPD def2/J DEFGRID3
* xyz 2 1
O 0.17055 4.00112 -4.87033
C 0.12141 2.95554 -4.40647
Sr -0.02696 -0.26276 -2.79276
C 2.09273 -1.17070 -4.23761
C -2.09015 -1.27724 -4.15168
O 3.06538 -1.63010 -4.63765
O -3.00451 -1.71981 -4.69870
C -1.17495 1.92761 -0.43301
N -0.48702 1.35904 0.74875
C -0.30388 2.28309 1.86861
P 0.27245 -0.10119 0.61616
O 0.95192 -0.22016 -0.73090
N 1.34239 -0.28754 1.85501
C 1.80648 -1.68229 2.03057
C 2.49225 0.64029 1.83187
N -0.80115 -1.38073 0.70320
C -1.68870 -1.44142 1.86824
C -1.43230 -1.87220 -0.55472
H -0.45365 2.34422 -1.17138
H -1.80563 2.76239 -0.08608
H -1.84863 1.18857 -0.92072
H -1.22631 2.86999 2.00521
H -0.10320 1.72465 2.79206
H 0.51222 2.99219 1.65693
H 2.40966 -2.02805 1.17539
H 2.44408 -1.70684 2.92403
H 0.95390 -2.35399 2.18001
H 3.07193 0.56524 0.89787
H 2.18206 1.67750 1.99224
H 3.15324 0.35258 2.65742
H -2.40584 -0.60642 1.87072
H -2.25535 -2.38394 1.80763
H -1.09398 -1.43799 2.79009
H -2.10973 -1.10975 -1.00763
H -0.66538 -2.23544 -1.27667
H -2.06532 -2.73544 -0.29569
*
```

Here are the Löwdin charges for atoms 1 to 8, given in e: O 0.085; C 0.024; Sr 1.369; C 0.013; C 0.002; O 0.146; O 0.148; C -0.088



Entry 3:
ORCA calculation (ωB97M-V/def2-TZVPD) on the molecule C9H18NO4P at a distorted geometry.

Properties
Energy relative to the best compared isomer or geometry (same formula, charge and spin) (kcal/mol): 100.7
Strongest force on any atom (eV/A): 3.80
Energy (eV): -28590.16650

Structure (ORCA input):
```
! RIJCOSX wB97M-V def2-TZVPD def2/J DEFGRID3
* xyz 0 1
C 1.21582 1.68496 -1.65282
C 0.85756 -0.93917 -0.15024
C 1.30066 -0.60154 -1.54031
C 2.75709 -0.58347 -1.71002
C 0.77715 -1.75800 -2.53549
C -2.85636 -1.58472 -0.57290
C 0.13042 2.75884 2.70727
C -2.75311 -1.17861 0.92054
C 0.11958 1.25045 3.09108
N 2.44826 1.92672 -1.40831
O -1.23707 0.99533 0.32104
O 0.56141 0.59829 -1.94743
O -1.44666 -1.17213 1.49155
O 0.56924 0.42194 2.01397
P -0.40057 -0.06485 0.83038
H 0.45968 2.45143 -1.78811
H 1.06425 -1.87347 0.25509
H 3.21925 -0.65081 -2.73817
H 3.52285 -0.93039 -1.02263
H 3.01421 1.04840 -1.43894
H -0.37624 -1.67981 -2.61057
H 1.19008 -2.66586 -2.12665
H 1.11858 -1.79741 -3.54265
H -2.39070 -2.56967 -0.79889
H -3.82996 -1.81013 -0.79973
H -2.60173 -0.75091 -1.19468
H 0.25901 3.38044 3.57837
H 0.85589 2.92699 1.96121
H -0.78842 3.10029 2.29438
H -3.25322 -1.94001 1.54138
H -3.20653 -0.16136 1.18176
H -0.98759 0.98753 3.39859
H 0.68720 1.18074 3.99192
*
```

Here are the Löwdin charges for atoms 1 to 8, given in e: C -0.340; C 0.040; C -0.553; C 0.030; C 0.003; C -0.071; C -0.069; C -0.280